45
Properties=species:S:1:pos:R:3 method="wB97M-V/def2-TZVPD" e_lumo_ha=-0.0239 smiles="CS(=O)(=O)c1ccc(-c2ccc(C(=O)CC3(O)C(=O)NC(=O)NC3=O)cc2)cc1" e_above_lowest_ev=0.000 total_charge=0 e_tot_ha=-1768.0264 homo_energy_ha=-0.34842
C 4.230 1.223 6.864
S 4.645 1.522 5.133
O 5.832 0.720 4.762
O 4.923 2.955 5.048
C 3.185 1.012 4.140
C 2.298 1.988 3.659
C 1.300 1.650 2.752
C 1.192 0.324 2.328
C 0.236 0.049 1.207
C -0.548 -1.085 1.292
C -1.504 -1.369 0.332
C -1.635 -0.534 -0.802
C -2.632 -0.887 -1.899
O -2.959 -2.064 -2.031
C -3.235 0.162 -2.825
C -2.861 0.028 -4.298
O -3.206 1.328 -4.800
C -3.644 -1.055 -5.076
O -4.796 -0.832 -5.391
N -3.062 -2.229 -5.510
C -1.716 -2.398 -5.482
O -1.159 -3.372 -6.003
N -0.905 -1.421 -5.036
C -1.379 -0.260 -4.547
O -0.496 0.510 -4.171
C -0.794 0.595 -0.920
C 0.143 0.900 0.070
C 2.017 -0.664 2.892
C 3.001 -0.340 3.806
H 4.127 0.141 7.061
H 3.275 1.734 7.089
H 4.994 1.635 7.484
H 2.389 3.068 3.978
H 0.638 2.382 2.325
H -0.398 -1.767 2.103
H -2.105 -2.244 0.485
H -4.307 0.140 -2.698
H -2.955 1.144 -2.440
H -4.185 1.464 -4.765
H -3.595 -2.890 -6.032
H 0.089 -1.552 -4.981
H -0.841 1.307 -1.747
H 0.786 1.752 -0.075
H 1.967 -1.657 2.510
H 3.649 -1.111 4.215